Computed, not measured: a 5-piece molecular cluster, C48H108FN5O7S2 overall in a non-equilibrium geometry, with the ωB97M-V functional and the def2-TZVPD basis.

Each line ends with the Löwdin charge.
Positions of all 171 atoms, in Å:
1 C 5.3755 -3.3884 1.6649  -0.152
2 C 3.9548 -3.1815 2.4948  -0.260
3 C 3.6416 -1.5934 2.7581  -0.174
4 C 2.3154 -1.3518 3.7499  -0.194
5 O 1.5177 -0.1844 3.4049  -0.099
6 C 0.4906 -0.4108 2.3879  -0.434
7 O 0.6371 -1.7293 1.6710  -0.036
8 C -0.9477 -0.5595 3.1543  -0.071
9 C -1.0038 -1.7602 4.2894  -0.248
10 C -2.4858 -1.9846 4.9528  -0.426
11 S -3.1098 -3.6590 4.2931  0.767
12 C -4.9582 -3.4324 3.8690  -0.942
13 S -6.0535 -4.2535 4.9039  0.587
14 N -5.3412 -2.5445 2.7060  -0.202
15 C -4.5780 -2.8667 1.4405  -0.265
16 C -4.9369 -4.3179 0.7665  -0.112
17 C -6.8344 -2.4988 2.4641  -0.280
18 C -7.6396 -1.4617 3.4971  -0.111
19 O 0.5993 0.5682 1.3350  -0.045
20 C -0.0270 1.8526 1.4991  -0.161
21 C 0.2614 2.6776 2.8896  -0.124
22 O -0.1338 4.1234 2.8078  -0.235
23 C -0.9003 4.5148 4.0012  -0.126
24 C -1.6349 1.9260 1.0274  -0.220
25 O -2.4749 2.2940 2.1766  -0.149
26 C -3.9074 2.3111 1.8496  -0.117
27 C -4.8201 1.2173 2.6697  -0.153
28 O -5.8369 1.9733 3.4492  -0.253
29 C -5.3662 2.2076 4.8254  -0.232
30 C -5.6470 0.8289 5.6796  -0.097
31 O -1.7918 2.8488 -0.1459  -0.139
32 C -1.7660 2.0748 -1.4063  -0.144
33 C -3.2298 1.4968 -1.8770  -0.242
34 C -3.0658 0.8592 -3.4145  -0.067
35 F -3.7448 0.3762 -1.0389  -0.132
36 H 6.1440 -2.5068 1.8274  0.081
37 H 5.1261 -3.3934 0.4981  0.079
38 H 5.7874 -4.4426 1.9926  0.074
39 H 3.0875 -3.7002 1.9004  0.111
40 H 4.0653 -3.7360 3.5271  0.110
41 H 3.4184 -1.0598 1.7167  0.127
42 H 4.5712 -1.0518 3.2733  0.121
43 H 1.7114 -2.3493 3.9443  0.126
44 H 2.8124 -1.1050 4.8097  0.134
45 H 0.5516 -1.5748 0.6735  0.140
46 H -1.3815 0.4169 3.6229  0.116
47 H -1.7317 -0.8913 2.3165  0.134
48 H -0.5953 -2.7564 3.7737  0.106
49 H -0.1846 -1.4737 5.1044  0.111
50 H -3.1817 -1.0871 4.6682  0.073
51 H -2.3098 -2.0810 6.1294  0.089
52 H -3.4069 -2.8150 1.5448  0.104
53 H -4.8694 -2.0171 0.6543  0.122
54 H -6.0939 -4.5712 0.7490  0.079
55 H -4.3844 -5.2094 1.3028  0.085
56 H -4.6216 -4.2384 -0.3817  0.091
57 H -6.9819 -2.0173 1.3856  0.129
58 H -7.3469 -3.5614 2.4089  0.104
59 H -7.2634 -0.3650 3.2989  0.063
60 H -7.4376 -1.7231 4.6208  0.047
61 H -8.8058 -1.5690 3.2938  0.093
62 H 0.4881 2.5490 0.6682  0.187
63 H 1.4491 2.7079 3.0086  0.153
64 H -0.1444 2.1830 3.8643  0.119
65 H -1.6403 3.6937 4.3919  0.085
66 H -0.1444 4.7355 4.8863  0.103
67 H -1.4971 5.5011 3.7054  0.114
68 H -1.9033 0.8103 0.6985  0.164
69 H -4.1649 2.1909 0.7151  0.119
70 H -4.3080 3.3871 2.1761  0.157
71 H -4.2044 0.4519 3.3062  0.111
72 H -5.4447 0.6054 1.8571  0.136
73 H -4.2135 2.4804 4.7442  0.119
74 H -5.8995 3.1606 5.3027  0.138
75 H -4.7894 0.6845 6.4802  0.085
76 H -6.7174 0.9028 6.1673  0.091
77 H -5.6066 -0.1308 4.9878  0.054
78 H -0.9257 1.2428 -1.3409  0.150
79 H -1.4203 2.8362 -2.2539  0.155
80 H -4.0455 2.3552 -1.9072  0.159
81 H -1.9556 0.5629 -3.6424  0.087
82 H -3.5182 1.6657 -4.1338  0.074
83 H -3.7196 -0.1373 -3.4302  0.100
84 C -0.7629 -2.8022 9.6860  -0.090
85 C 0.0852 -1.8744 8.8224  -0.270
86 N 0.2015 -0.5102 9.3443  -0.188
87 C 0.7875 0.4290 8.3813  -0.249
88 C 2.2347 0.1955 7.9621  -0.094
89 C 0.6972 -0.3811 10.7169  -0.249
90 C 2.0722 -0.9626 11.0294  -0.091
91 H -1.7665 -2.3930 9.8425  0.080
92 H -0.8719 -3.7744 9.1913  0.075
93 H -0.3045 -2.9865 10.6625  0.065
94 H -0.3968 -1.8337 7.8368  0.097
95 H 1.0675 -2.3349 8.6714  0.097
96 H 0.6923 1.4519 8.7671  0.112
97 H 0.1663 0.4153 7.4764  0.103
98 H 2.9345 0.5017 8.7405  0.055
99 H 2.4626 0.8045 7.0775  0.071
100 H 2.4337 -0.8452 7.6958  0.063
101 H -0.0309 -0.8479 11.3916  0.101
102 H 0.6882 0.6768 11.0108  0.115
103 H 2.2234 -1.9506 10.5865  0.069
104 H 2.1837 -1.0745 12.1141  0.073
105 H 2.8754 -0.3027 10.6965  0.054
106 C -1.6290 1.7485 -7.8461  -0.087
107 C -2.2937 2.7218 -8.8140  -0.268
108 N -3.7168 2.4596 -9.0444  -0.189
109 C -4.2714 3.2256 -10.1663  -0.251
110 C -4.3140 4.7435 -10.0290  -0.094
111 C -4.5667 2.4017 -7.8525  -0.248
112 C -4.6086 3.6334 -6.9538  -0.090
113 H -1.7521 0.7119 -8.1770  0.082
114 H -0.5541 1.9558 -7.7898  0.058
115 H -2.0292 1.8413 -6.8317  0.056
116 H -1.7602 2.6295 -9.7692  0.119
117 H -2.1230 3.7434 -8.4579  0.090
118 H -5.2827 2.8628 -10.3894  0.112
119 H -3.6858 2.9828 -11.0624  0.109
120 H -5.1170 5.0661 -9.3654  0.054
121 H -4.5163 5.1943 -11.0093  0.074
122 H -3.3696 5.1610 -9.6719  0.067
123 H -4.2482 1.5468 -7.2433  0.097
124 H -5.5932 2.1470 -8.1475  0.116
125 H -3.6187 4.0640 -6.7812  0.066
126 H -5.0159 3.3574 -5.9743  0.066
127 H -5.2617 4.4080 -7.3597  0.056
128 C 6.1211 -6.4402 -0.3882  -0.100
129 C 7.2299 -5.6876 -1.1162  -0.271
130 N 8.4849 -6.4351 -1.2325  -0.190
131 C 9.6087 -5.6101 -1.6898  -0.252
132 C 9.5292 -5.0309 -3.0980  -0.095
133 C 8.3955 -7.7598 -1.8518  -0.251
134 C 7.8409 -7.8409 -3.2704  -0.092
135 H 6.4430 -6.7551 0.6100  0.079
136 H 5.2472 -5.7895 -0.2677  0.058
137 H 5.7916 -7.3236 -0.9440  0.065
138 H 7.4186 -4.7715 -0.5413  0.111
139 H 6.8555 -5.3708 -2.0956  0.096
140 H 10.5410 -6.1811 -1.5951  0.112
141 H 9.7224 -4.7754 -0.9861  0.108
142 H 9.7294 -5.7876 -3.8573  0.054
143 H 10.2958 -4.2543 -3.2184  0.073
144 H 8.5637 -4.5647 -3.3080  0.067
145 H 7.7794 -8.4001 -1.2087  0.101
146 H 9.3829 -8.2396 -1.8328  0.115
147 H 6.9559 -7.2154 -3.4142  0.069
148 H 7.5453 -8.8736 -3.4888  0.073
149 H 8.5904 -7.5638 -4.0139  0.054
150 C 0.4211 5.2235 -5.9815  -0.090
151 C 1.5299 5.9761 -6.7095  -0.268
152 N 2.7849 5.2286 -6.8258  -0.190
153 C 3.9087 6.0537 -7.2831  -0.252
154 C 3.8292 6.6329 -8.6913  -0.095
155 C 2.6955 3.9040 -7.4451  -0.248
156 C 2.1409 3.8229 -8.8637  -0.092
157 H 0.7430 4.9086 -4.9833  0.079
158 H -0.4528 5.8742 -5.8610  0.074
159 H 0.0916 4.3402 -6.5372  0.048
160 H 1.7186 6.8923 -6.1346  0.119
161 H 1.1555 6.2930 -7.6889  0.095
162 H 4.8410 5.4826 -7.1884  0.112
163 H 4.0224 6.8884 -6.5794  0.109
164 H 4.0294 5.8762 -9.4506  0.054
165 H 4.5958 7.4094 -8.8117  0.073
166 H 2.8637 7.0990 -8.9013  0.067
167 H 2.0794 3.2636 -6.8020  0.098
168 H 3.6829 3.4241 -7.4261  0.116
169 H 1.2559 4.4484 -9.0075  0.067
170 H 1.8453 2.7902 -9.0821  0.069
171 H 2.8904 4.1000 -9.6072  0.055

Atomic forces in eV per Å
C -0.9 -0.1 -0.4
C 0.7 0.4 0.2
C -0.7 0.1 -0.3
C 2.2 -1.0 1.4
O -0.7 -1.7 -1.6
C -1.0 -1.7 0.1
O 0.2 2.3 -0.4
C -1.6 -0.6 -0.6
C 1.7 0.3 -0.5
C 1.3 0.7 0.2
S -1.5 1.5 -0.3
C -1.2 0.6 0.1
S 1.9 1.6 -2.1
N 0.4 -3.0 1.8
C 0.4 0.2 -1.9
C -0.3 0.0 -0.7
C -1.5 1.1 -0.7
C 0.3 -0.5 -0.2
O -0.9 -0.1 1.9
C -0.7 3.6 -1.0
C 2.0 0.1 0.5
O -1.0 -2.4 1.3
C 0.0 0.8 0.5
C 0.4 -1.8 0.4
O 0.0 -0.5 -2.8
C -1.4 0.9 0.4
C -0.6 0.2 -1.2
O 1.6 -0.7 0.6
C 0.6 -0.3 0.1
C 0.5 0.3 0.1
O 0.0 -2.5 0.5
C 0.1 0.2 -0.3
C 0.6 -0.5 -1.4
C -0.8 -0.1 1.2
F 1.1 2.2 -1.1
H -1.5 -2.0 0.0
H 0.6 -0.1 2.5
H -0.5 2.3 -0.9
H 1.6 1.1 1.2
H -0.3 1.1 -1.9
H 0.5 -1.1 2.3
H -2.0 -1.3 -1.2
H 1.0 2.2 -0.9
H -1.4 -0.3 -2.2
H 0.2 0.2 2.2
H 1.1 -1.6 -0.9
H 1.6 0.8 1.6
H -1.1 2.1 1.2
H -1.9 -0.6 -1.5
H 1.1 -1.9 0.7
H -0.8 0.3 -2.6
H -2.5 0.0 0.3
H 0.6 -1.8 1.8
H 2.4 0.7 0.2
H -1.0 1.9 -1.1
H -0.5 -0.4 2.6
H 0.5 -1.0 2.2
H 1.2 2.1 0.5
H -0.9 -2.2 0.3
H -0.4 0.4 -2.2
H 2.6 0.3 0.4
H -1.0 -1.7 1.8
H -2.5 -0.3 -0.3
H 0.5 0.8 -2.0
H 1.3 1.5 -1.1
H -1.5 -0.3 -1.7
H 1.3 -2.2 0.7
H 0.3 2.4 0.5
H 1.0 0.2 2.1
H 0.8 -2.4 -0.7
H -1.1 1.6 -1.1
H 1.4 1.2 1.9
H -2.2 -0.7 0.4
H 0.9 -2.2 -1.2
H -2.0 0.4 -1.3
H 2.3 -0.3 -0.9
H -0.1 2.2 1.3
H -1.9 1.4 -0.2
H -0.9 -1.6 1.8
H 1.7 -1.9 0.5
H -2.2 0.8 0.3
H 1.1 -1.8 1.1
H 1.4 2.3 -0.1
C 0.0 0.0 0.1
C -0.1 0.1 0.2
N 0.0 0.3 -0.1
C -0.3 -0.1 0.0
C 0.3 0.2 -0.2
C -0.3 -0.2 0.1
C 0.3 0.0 0.3
H 0.2 0.0 0.0
H 0.1 0.2 0.0
H -0.1 0.0 -0.1
H 0.2 0.3 0.0
H 0.1 -0.1 -0.1
H 0.0 -0.2 0.2
H 0.0 -0.2 0.1
H 0.0 -0.1 0.0
H -0.1 -0.1 0.1
H 0.0 0.0 0.1
H 0.0 0.0 -0.2
H 0.0 -0.1 -0.3
H 0.0 0.1 0.0
H 0.0 0.0 -0.1
H 0.0 -0.2 0.0
C 0.0 0.0 0.1
C -0.1 -0.2 0.0
N -0.2 0.0 -0.2
C 0.2 -0.3 -0.1
C -0.2 0.3 -0.2
C 0.2 -0.3 0.0
C -0.2 0.2 0.3
H -0.1 0.1 0.0
H -0.2 0.0 0.0
H 0.0 0.0 -0.1
H -0.3 0.1 0.0
H 0.1 0.2 0.1
H 0.1 -0.1 0.2
H 0.1 -0.1 0.2
H 0.1 0.0 0.0
H 0.0 -0.1 0.2
H -0.1 -0.1 0.0
H 0.1 0.1 -0.1
H 0.2 0.1 -0.2
H 0.0 0.0 -0.1
H 0.0 0.0 -0.1
H 0.2 0.0 0.1
C -0.1 -0.1 0.0
C 0.1 -0.2 0.1
N 0.3 0.0 0.1
C -0.1 0.0 0.3
C 0.3 0.2 -0.3
C -0.2 -0.1 0.3
C 0.0 -0.2 -0.3
H 0.0 0.0 -0.2
H 0.2 -0.1 -0.1
H 0.0 0.1 0.1
H 0.2 -0.1 -0.2
H -0.1 0.1 -0.1
H -0.2 -0.1 0.0
H -0.2 -0.1 0.0
H -0.1 0.1 0.0
H -0.1 -0.1 0.0
H 0.0 -0.1 0.0
H 0.0 0.2 0.0
H 0.0 0.3 0.1
H 0.1 0.0 0.0
H 0.0 0.1 0.0
H -0.2 0.1 0.0
C -0.1 -0.1 0.0
C 0.1 -0.2 0.1
N 0.3 0.0 0.1
C -0.1 0.0 0.3
C 0.3 0.2 -0.3
C -0.2 0.0 0.3
C 0.0 -0.2 -0.3
H 0.0 0.0 -0.2
H 0.2 -0.1 -0.1
H 0.0 0.0 0.1
H 0.2 -0.1 -0.2
H -0.1 0.1 -0.1
H -0.2 -0.1 0.0
H -0.2 -0.1 0.0
H -0.1 0.1 0.0
H -0.1 -0.1 0.0
H 0.0 -0.1 0.0
H 0.0 0.2 0.0
H 0.0 0.3 0.1
H 0.1 0.0 0.0
H 0.0 0.1 0.0
H -0.2 0.1 0.0

For the total energy, the calculation gives -3589.8102 hartree. Its orbital gap is 7.8579 eV. As for the maximum force: 3.8 eV Å⁻¹. Its lowest unoccupied orbital energy is -0.27 eV. The value obtained for the HOMO energy is -8.1 eV. The value obtained for the molar mass is 950.6 g mol⁻¹. As for the SMILES: CCCCO[C@@](O)(CCCSC(=S)N(CC)CC)O[C@H](COC)[C@@H](OCCOCC)OC[C@@H](C)F.CCN(CC)CC.CCN(CC)CC.CCN(CC)CC.CCN(CC)CC.